C10H31N8O8V as an isolated structure at a distorted geometry, computed with ωB97M-V/def2-TZVPD.

Cartesian coordinates (Å):
O  1.252  -1.168  -0.711
V  0.551  -0.650  0.580
O  -0.970  -0.398  0.227
C  -0.103  3.280  0.958
C  0.835  2.588  -0.051
C  1.805  3.626  -0.597
O  1.408  1.403  0.388
H  0.538  3.778  1.691
H  -0.812  2.617  1.455
H  -0.697  3.996  0.383
H  0.127  2.234  -0.823
H  1.289  4.530  -0.919
H  2.293  3.245  -1.500
H  2.626  3.763  0.110
C  -0.872  -1.087  -3.831
O  0.136  -1.192  -4.525
N  -0.970  -1.622  -2.584
N  -1.979  -0.395  -4.206
H  -1.803  -1.528  -2.039
H  -0.169  -2.139  -2.272
H  -2.636  0.045  -3.584
H  -1.969  0.011  -5.127
C  -0.072  -4.087  0.755
O  0.197  -2.908  1.042
N  0.574  -4.672  -0.266
N  -1.051  -4.765  1.386
H  0.231  -5.503  -0.714
H  1.321  -4.147  -0.683
H  -1.228  -5.701  1.076
H  -1.603  -4.215  2.018
C  3.561  -1.713  1.745
O  2.485  -1.108  1.729
N  3.803  -2.784  0.973
N  4.624  -1.213  2.405
H  4.669  -3.272  0.849
H  3.081  -3.009  0.307
H  5.561  -1.568  2.374
H  4.524  -0.314  2.845
C  0.100  -0.765  3.955
O  -0.120  -0.479  2.772
N  1.341  -1.044  4.408
N  -0.898  -0.799  4.853
H  1.613  -1.334  5.327
H  2.040  -1.133  3.683
H  -0.687  -1.038  5.803
H  -1.788  -0.434  4.565
C  -2.111  3.898  -2.546
C  -2.566  2.457  -2.375
C  -3.206  2.079  -1.074
O  -3.569  2.210  -3.381
H  -2.954  4.585  -2.512
H  -1.738  3.941  -3.575
H  -1.259  4.086  -1.893
H  -1.735  1.762  -2.538
H  -2.519  2.373  -0.273
H  -3.148  0.993  -0.959
H  -4.211  2.437  -0.861
H  -3.142  2.245  -4.244

Properties
Calculated total energy in eV: -64865.4228
Lowest unoccupied orbital energy in eV: -0.0013
HOMO-LUMO gap in Eh: 0.2572
Relative energy (zero: lowest compared OMol25 entry of this formula, charge and spin) in kcal per mole: 0.00

These are the Löwdin partial charges, in e, on atoms 1 to 6: -0.3496 0.8903 -0.3483 -0.0772 -0.6038 -0.0679